{"formula": "C42H58N4O2PPbS2", "method": "the ωB97M-V functional and the def2-TZVPD basis", "species": ["Pb", "C", "C", "C", "C", "C", "C", "C", "C", "C", "C", "C", "C", "C", "C", "C", "C", "N", "C", "C", "C", "N", "C", "C", "C", "N", "C", "C", "C", "C", "C", "C", "C", "C", "C", "C", "C", "C", "N", "C", "C", "H", "H", "H", "H", "H", "H", "H", "H", "H", "H", "H", "H", "H", "H", "H", "H", "H", "H", "H", "H", "H", "H", "H", "H", "H", "H", "H", "H", "H", "H", "H", "H", "H", "H", "H", "H", "H", "H", "H", "H", "H", "H", "H", "H", "C", "C", "C", "O", "P", "S", "S", "O", "C", "C", "C", "H", "H", "H", "H", "H", "H", "H", "H", "H", "H", "H", "H", "H", "H"], "coordinates": [[0.35346, -0.49283, -1.49158], [-1.81611, -4.49314, 3.12069], [-1.56909, -2.98622, 3.27068], [-0.47882, -2.49560, 2.36341], [0.88758, -2.62260, 2.54213], [1.59603, -3.18714, 3.73503], [2.35869, -4.47716, 3.40744], [1.50881, -2.03843, 1.39005], [2.76372, -1.40759, 1.39540], [2.93544, -0.11153, 0.89840], [3.97448, 0.85123, 1.21826], [5.32300, 0.51300, 1.77887], [5.32708, 0.41362, 3.31207], [3.41823, 2.08563, 1.00616], [2.04758, 1.83494, 0.56917], [0.93273, 2.72989, 0.65218], [-0.36598, 2.35256, 0.90597], [-0.86032, 1.05798, 0.93499], [-2.07901, 1.12923, 1.44971], [-3.03112, 0.06700, 1.53303], [-2.96275, -1.14532, 0.87148], [-1.81821, -1.69099, 0.36119], [-2.12395, -2.31900, -0.90491], [-1.20818, -2.31484, -1.87886], [-0.63320, -1.92455, 1.06117], [0.52989, -1.70733, 0.48530], [-3.58010, -2.51083, -0.85255], [-4.08215, -1.82609, 0.20226], [-5.51976, -1.62319, 0.57847], [-6.23469, -0.57034, -0.27768], [-4.33635, -3.26984, -1.89495], [-4.66237, -4.69200, -1.42249], [-2.43221, 2.52432, 1.79070], [-1.38726, 3.28601, 1.40350], [-1.24932, 4.77291, 1.53139], [-0.71286, 5.19605, 2.90490], [-3.74095, 2.99676, 2.34766], [-4.76695, 3.27054, 1.23962], [1.84082, 0.53842, 0.42885], [4.01202, 3.43114, 1.30102], [3.61115, 3.97558, 2.67930], [-2.66740, -4.82012, 3.72520], [-0.93716, -5.06426, 3.43000], [-2.02260, -4.73603, 2.07624], [-1.31484, -2.75784, 4.30969], [-2.49170, -2.44890, 3.05242], [0.86618, -3.38774, 4.52286], [2.29632, -2.44905, 4.13866], [1.67348, -5.23991, 3.03182], [2.86630, -4.87193, 4.29142], [3.10541, -4.29631, 2.63175], [3.54058, -1.81521, 2.03582], [6.05113, 1.26572, 1.46741], [5.65572, -0.43840, 1.35846], [5.15676, 1.39244, 3.76314], [6.28170, 0.03067, 3.68270], [4.53181, -0.25119, 3.65422], [1.15059, 3.79192, 0.71902], [-4.01005, 0.33669, 1.91538], [-1.51213, -2.74040, -2.83725], [-5.57532, -1.32425, 1.62771], [-6.05087, -2.57454, 0.49580], [-5.72937, 0.39434, -0.20832], [-7.26891, -0.44005, 0.05059], [-6.24668, -0.86165, -1.32921], [-3.72583, -3.32521, -2.79778], [-5.25845, -2.74643, -2.15573], [-3.74444, -5.22177, -1.16238], [-5.17527, -5.25768, -2.20386], [-5.30138, -4.67361, -0.53746], [-2.22254, 5.24228, 1.36681], [-0.58576, 5.14778, 0.74960], [-1.38143, 4.85325, 3.69777], [-0.62102, 6.28300, 2.97914], [0.26783, 4.75312, 3.08661], [-3.58604, 3.90942, 2.92998], [-4.14401, 2.25348, 3.03953], [-4.41484, 4.07082, 0.58504], [-5.73691, 3.56253, 1.65071], [-4.90427, 2.38064, 0.62284], [3.69942, 4.14381, 0.53297], [5.10193, 3.36563, 1.24449], [2.52624, 4.06519, 2.75340], [4.05304, 4.95837, 2.86504], [3.93570, 3.29669, 3.46912], [0.27869, 0.09526, -6.92462], [-0.29138, -0.05279, -5.52342], [-0.53385, 1.29443, -4.86521], [0.50814, -0.85734, -4.63067], [2.08709, -1.13509, -4.59872], [2.72653, -2.24139, -6.07296], [2.44667, -1.79710, -2.73045], [2.57845, 0.40462, -4.70072], [3.87525, 0.95531, -4.39885], [5.03133, -0.02475, -4.51590], [3.80695, 1.58852, -3.01608], [-0.47070, 0.58110, -7.55374], [0.53334, -0.87304, -7.34888], [1.18191, 0.70728, -6.90869], [-1.23286, -0.60084, -5.58278], [0.42286, 1.78809, -4.68663], [-1.04783, 1.17953, -3.91008], [-1.14273, 1.92292, -5.52026], [4.00690, 1.73802, -5.14852], [4.91270, -0.84354, -3.80498], [5.95773, 0.50728, -4.28714], [5.09751, -0.44760, -5.51725], [3.77397, 0.81342, -2.24716], [2.90865, 2.20217, -2.92291], [4.68478, 2.21992, -2.85212]], "charge": -1, "e_tot_ha": -3335.42305, "orbital_gap_ha": 0.21037, "lumo_ev": 1.73, "homo_ev": -3.992}